Run w
The following is a DFT calculation (the ωB97M-V functional and the def2-TZVPD basis) of a molecular structure, C16H39CrO16S4.

Values from the calculation:
LUMO energy (alpha / beta) = 1.925 / 1.924 eV
HOMO level (alpha / beta) = -2.376 / -2.720 eV
2S+1 = 5
Net charge = -1
⟨S²⟩ = 6.02

Atoms and positions in Å:
H  -42.17104  -4.39831  3.96730
H  -41.74955  -10.81683  4.48098
C  -42.79424  -5.19323  4.37514
O  -40.11200  -3.73927  6.02414
H  -36.76869  -4.61976  5.29461
O  -39.67608  -9.54567  -1.16261
C  -39.73521  -11.12510  2.49757
H  -45.29806  -8.65733  6.42375
H  -44.59926  -8.87265  4.04048
C  -36.46680  -7.12305  2.52435
H  -39.46144  -4.97899  -3.74687
H  -35.99246  -2.02524  2.56151
O  -37.33454  -6.80920  1.61252
C  -39.31380  -3.57865  -2.11161
O  -39.09679  -9.00115  3.58263
H  -40.29069  -10.49383  5.36700
H  -38.16304  -2.95429  2.23898
C  -36.74710  -1.82954  3.32791
C  -40.92185  -10.09639  4.56457
H  -41.63821  -5.85891  0.32679
O  -39.20980  -4.50063  -1.00907
H  -42.38448  -5.49418  5.33242
O  -42.90290  -7.77261  4.25360
H  -37.86706  -4.75313  -3.16591
H  -37.62992  -4.93180  6.89386
O  -40.19155  -2.67008  0.29309
H  -43.84178  -4.90676  4.33920
H  -41.37954  -8.51769  -3.01819
C  -44.35553  -8.18193  6.15455
O  -40.44111  -7.33762  -1.64425
H  -44.89559  -7.20755  4.36747
O  -35.65819  -8.09543  2.47273
H  -41.85129  -4.66475  -1.05177
C  -37.50532  -4.29391  6.02981
C  -40.68687  -7.67203  -3.01231
H  -38.62533  -3.49016  -4.18748
C  -41.59692  -4.82562  -0.00196
H  -37.61338  -7.51071  -2.16592
C  -37.74527  -2.96259  3.24353
H  -44.18839  -7.23114  6.66833
S  -42.63808  -6.59753  3.21696
H  -43.57702  -8.74902  6.67376
H  -37.28982  -3.23701  6.18564
O  -43.64943  -6.57074  2.20793
C  -44.25624  -8.04676  4.66277
H  -40.78437  -9.33799  2.53103
C  -40.14719  -9.86998  3.26252
H  -39.14935  -9.05241  -3.63179
H  -42.43562  -4.30224  0.46317
H  -40.66722  -11.64998  2.25258
H  -41.23403  -9.13358  4.95252
O  -38.79577  -2.88078  4.21488
H  -36.15452  -1.83869  4.24850
O  -39.30018  -5.27887  4.27518
S  -39.99565  -4.09437  0.31215
C  -39.51946  -8.06454  -3.88820
C  -38.78424  -4.20122  -3.38100
S  -39.07554  -4.15624  5.12284
H  -37.98586  -6.45586  -0.83130
O  -41.25601  -6.78548  2.90687
H  -38.62918  -2.76229  -1.87630
H  -39.23737  -10.85209  1.56828
H  -39.82989  -8.09715  -4.94048
C  -37.90870  -7.50199  -1.12187
H  -38.78802  -7.26370  -4.02042
H  -40.33516  -3.21254  -2.19889
S  -39.48095  -8.21632  -0.66071
O  -37.01468  -6.99689  3.73633
H  -39.09788  -11.80315  3.07019
H  -41.21469  -6.81128  -3.42355
O  -39.47799  -4.80640  1.43064
H  -37.10124  -0.80841  3.19509
H  -37.09855  -7.84159  -0.47238
H  -37.22701  -3.92584  3.27934
Cr  -39.13613  -6.97486  2.87681
O  -39.84960  -7.80612  0.64541

Atom charges from the Löwdin analysis, given in e for atoms 1 to 6:
1. H 0.07
2. H 0.06
3. C -0.07
4. O -0.28
5. H 0.06
6. O -0.27

Run x
The following is a DFT calculation (the ωB97M-V functional and the def2-TZVPD basis) of a molecular structure, C16H39CrO16S4.

Values from the calculation:
LUMO energy (alpha / beta) = 1.963 / 1.960 eV
HOMO level (alpha / beta) = -1.368 / -1.723 eV
2S+1 = 5
Net charge = -1
⟨S²⟩ = 6.03

Atoms and positions in Å:
H  -2.01015  -1.99134  3.66846
C  5.97518  -0.66701  1.67648
O  0.11487  1.43618  3.26409
C  -2.90097  -2.02996  3.04151
C  -4.24292  2.03255  -0.20484
O  1.18690  -2.66320  -0.28099
H  -5.31551  2.50189  1.74295
O  -0.35310  0.75665  0.91486
H  7.32386  -1.71486  3.09689
H  -2.58880  2.53491  -2.83441
O  4.56536  -0.48736  1.73070
C  -2.72499  -1.89055  1.46012
H  6.37625  -0.35746  3.73195
C  6.36432  -1.20074  3.04142
H  1.30027  -0.67266  -4.62949
H  6.45033  -1.26600  0.89960
S  -3.19806  0.29257  -2.04988
H  -0.28786  -0.65509  -3.85955
S  3.80232  -0.18142  0.33847
O  2.37872  -0.12270  0.65669
O  0.57974  0.38372  -1.76755
O  -1.97186  0.17712  -1.27708
H  3.80935  -1.78052  -1.59089
H  -3.24962  -3.04899  3.20925
Cr  -0.27242  -0.87597  -0.38667
H  -1.64512  0.13650  3.63649
H  1.80517  3.22803  2.34226
H  -3.67684  -2.97280  -0.22652
C  -5.30662  1.83046  0.88433
C  -3.79256  -2.71112  0.82526
H  -4.41983  2.96797  -0.73570
H  -4.76327  -2.22594  0.92742
H  -0.13937  -0.53664  3.44066
C  -3.24520  1.77760  -3.26302
H  -4.06953  -3.65118  1.30241
O  0.14896  -2.42491  -1.82135
H  -1.06605  0.71086  -5.89777
O  -4.32193  0.87738  -1.04869
H  6.40506  0.30721  1.44368
H  -2.88108  -0.88789  1.06212
H  3.08950  1.96654  -3.82278
C  4.29339  -1.71788  -0.61627
S  1.07515  1.42489  -2.66385
C  1.27269  2.83962  1.47410
H  -0.69793  -0.97118  -6.28169
C  -0.60019  0.36309  3.84835
H  0.65384  0.22831  5.55411
H  3.06584  0.27180  -3.18664
C  0.95760  -3.20343  -1.34780
H  3.34924  1.85880  -2.18256
O  -1.42585  2.85166  1.98145
H  -5.20059  0.82394  1.28904
H  5.75848  -2.04502  3.37046
H  1.93971  2.27766  0.82034
C  -0.39056  0.44765  5.33227
O  0.57451  1.14084  -4.17318
H  0.44481  0.32337  -6.73965
H  -1.06019  -0.18799  5.91163
H  3.87296  -2.50463  0.01011
H  -2.93564  1.44041  -4.25225
H  -6.26926  1.96394  0.39076
H  -3.29147  2.12797  0.31835
C  2.84183  1.31871  -2.98190
O  4.43131  0.91636  -0.31182
H  -4.27581  2.12691  -3.32580
H  1.06475  3.72611  0.87494
C  0.34694  -0.14609  -4.58481
H  5.34459  -1.95048  -0.78649
O  0.80036  -4.41489  -1.10053
C  -0.26061  -0.01868  -5.98237
H  -0.52890  1.49645  5.59492
S  -0.29666  1.90999  1.80133
H  -3.62574  -1.32185  3.44325
O  -1.42958  -2.31310  0.99456
O  -3.81512  -0.81776  -2.75928
O  0.78360  2.83268  -2.37402

Atom charges from the Löwdin analysis, given in e for atoms 1 to 6:
1. H 0.05
2. C -0.30
3. O -0.25
4. C -0.07
5. C -0.25
6. O -0.15

Calculated relative energies: run w 0.0; run x 476.5, given in kJ/mol

Run w
The following is a DFT calculation (the ωB97M-V functional and the def2-TZVPD basis) of a single C2HN3O3 molecule.

Values from the calculation:
LUMO energy = -1.052 eV
HOMO level = -10.704 eV
Structure (SMILES) = O=c1nnnc(O)o1
Net charge = 0

Atoms and positions in Å:
O  0.34014  2.39155  0.52967
O  1.44227  -1.92120  -0.53555
C  0.09332  1.02249  0.36224
H  -0.67771  2.68315  1.03053
N  -0.79517  -1.31661  -0.52674
O  0.94612  0.30780  -0.32285
N  -1.18660  0.64474  0.78563
N  -1.65824  -0.49288  -0.07000
C  0.62829  -1.14833  -0.31606

Atom charges from the natural (NBO) analysis, given in e for atoms 1 to 6:
1. O -0.64
2. O -0.43
3. C 0.81
4. H 0.54
5. N -0.27
6. O -0.48

Run x
The following is a DFT calculation (the ωB97M-V functional and the def2-TZVPD basis) of a single C2HN3O3 molecule.

Values from the calculation:
LUMO energy (alpha / beta) = -1.111 / -1.111 eV
HOMO level (alpha / beta) = -10.028 / -10.028 eV
Structure (SMILES) = N#C/C=[N+](/[O-])ON=O
Net charge = 0

Atoms and positions in Å:
C  -1.18791  0.08831  0.02509
N  2.35818  -0.11902  -0.10221
O  2.83937  0.94524  0.02086
H  -2.01174  0.70916  -0.17944
N  -1.88427  -2.33903  0.10842
C  -1.49805  -1.27815  0.03042
O  0.30178  1.78298  0.06880
O  1.14647  -0.42229  -0.08697
N  -0.06382  0.63279  0.11504

Atom charges from the natural (NBO) analysis, given in e for atoms 1 to 6:
1. C -0.16
2. N 0.41
3. O -0.28
4. H 0.26
5. N -0.24
6. C 0.22

Calculated relative energies: run w 0.0; run x 399.0, given in kJ/mol

Run w
The following is a DFT calculation (the ωB97M-V functional and the def2-TZVPD basis) of a molecular structure, C12H20Cl8N2.

Values from the calculation:
LUMO energy = -0.360 eV
HOMO level = -8.102 eV
Net charge = 0

Atoms and positions in Å:
C  0.72833  -1.70786  -3.12166
H  4.07411  -3.50279  -0.39339
H  0.49718  -2.54790  -1.09081
H  3.27552  -2.28784  0.20317
C  3.57356  -2.39180  -2.61387
C  1.26492  -2.07249  -1.70126
H  2.76005  -4.46245  1.24943
H  1.50946  -1.09777  -3.57521
Cl  -1.15008  6.02848  9.97963
C  3.99661  -0.97953  -2.30588
H  -5.85227  -1.05229  -2.31469
Cl  1.02048  0.91845  2.86001
Cl  0.21157  4.51337  7.74069
Cl  -1.50295  1.93859  2.76814
H  1.52836  -1.18832  -1.12078
H  3.48947  -2.44073  -3.69951
H  -3.72114  2.17299  -0.74064
N  2.52987  -2.88159  -1.71344
H  0.48410  -2.59635  -3.70393
Cl  0.32406  2.56770  0.66303
H  3.16077  -0.29092  -2.18225
H  4.60919  -0.72400  -1.44126
C  -4.52217  0.33043  -1.56575
H  -0.16612  -1.09480  -3.01113
H  -7.47392  1.09451  -2.69916
H  4.49036  -2.94513  -2.41038
Cl  -1.37311  6.79974  6.92535
C  0.19779  2.36416  2.46462
H  1.30702  -3.71136  0.74728
Cl  0.74693  3.75259  3.40443
H  -3.75007  -0.41958  -1.47774
C  -4.55354  1.64586  -1.18294
N  -5.75199  -0.08318  -2.04848
H  1.94297  -5.18118  -0.12937
C  -5.74434  2.11127  -1.84214
H  -6.00843  3.15845  -1.83365
Cl  1.02181  7.18894  8.22032
H  4.45971  -0.60392  -3.21832
C  2.17960  -4.23409  0.35554
C  -0.38544  6.05878  8.25985
C  -6.46186  1.03198  -2.32738
C  3.03358  -3.17859  -0.37659

Atom charges from the natural (NBO) analysis, given in e for atoms 1 to 6:
1. C -0.62
2. H 0.19
3. H 0.20
4. H 0.17
5. C -0.23
6. C -0.21

Run x
The following is a DFT calculation (the ωB97M-V functional and the def2-TZVPD basis) of a molecular structure, C12H20Cl8N2.

Values from the calculation:
LUMO energy = -0.244 eV
HOMO level = -7.583 eV
Net charge = 0

Atoms and positions in Å:
C  39.04857  -30.34359  23.33119
H  40.07593  -29.19023  21.29464
Cl  35.71435  -40.16028  19.72760
Cl  38.75688  -35.10643  21.41671
H  38.23176  -30.21094  22.62173
C  42.14893  -29.36527  22.00370
Cl  37.65527  -38.24187  18.55270
C  36.46017  -38.54610  19.83194
H  35.50836  -28.32344  19.18076
H  39.53906  -33.66884  19.61594
Cl  36.03600  -35.68954  22.57499
C  36.96061  -35.05092  21.17669
H  41.05072  -29.74474  20.12643
C  39.74991  -33.27277  20.60930
H  42.22303  -28.29001  21.84115
C  40.13920  -31.31188  23.00688
H  43.06378  -29.76687  21.56795
C  35.89046  -29.03356  19.89919
Cl  37.18855  -38.42253  21.52955
N  40.57832  -31.16705  21.62957
C  40.94077  -29.84772  21.20597
H  41.05097  -31.21018  23.59547
H  36.39147  -32.06984  20.82279
Cl  36.39140  -33.33749  20.80986
H  37.30953  -30.14836  22.72034
C  36.49320  -28.82677  21.16933
H  36.63620  -27.87969  21.66832
H  40.68705  -33.69431  20.97285
C  36.34854  -30.99078  20.83632
H  39.47956  -29.34481  23.40039
H  38.61716  -31.44531  20.92346
H  42.14457  -29.63559  23.05964
H  39.80098  -32.32602  23.21957
H  39.23918  -33.81469  21.40527
H  39.80330  -31.39504  19.65611
Cl  35.07593  -37.41150  19.57278
N  35.70309  -30.36080  19.77494
C  36.83093  -30.03670  21.75864
C  39.62730  -31.76417  20.66649
H  35.23671  -30.78954  18.98832
H  38.77007  -30.47205  24.37715
Cl  36.55884  -35.95118  19.64152

Atom charges from the natural (NBO) analysis, given in e for atoms 1 to 6:
1. C -0.65
2. H 0.15
3. Cl 0.07
4. Cl 0.14
5. H 0.20
6. C -0.62

Calculated relative energies: run w 0.0; run x 1332.4, given in kJ/mol

Run w
The following is a DFT calculation (the ωB97M-V functional and the def2-TZVPD basis) of 2 unconnected molecules or ions with the total composition C5H14NO2.

Values from the calculation:
LUMO energy (alpha / beta) = 6.512 / 6.463 eV
HOMO level (alpha / beta) = 3.883 / -0.923 eV
2S+1 = 2
Net charge = -2
⟨S²⟩ = 0.75

Atoms and positions in Å:
H  0.91054  3.07836  -3.33229
H  -0.03269  -1.25968  2.51103
O  1.93806  2.13753  -1.01083
C  -0.22876  0.23013  0.40065
C  1.77439  0.77767  -0.99777
C  -2.28742  -1.14028  0.57560
H  -0.38716  -1.67818  -0.48753
H  1.65750  0.48963  1.14622
H  1.10518  3.01729  -1.84026
H  -2.69443  -0.27591  0.06462
O  0.50234  3.50379  -2.56229
H  -0.67443  -2.82309  2.01476
N  1.24117  0.21486  0.27077
H  -0.62117  0.77472  -0.45817
H  0.93659  0.57273  -1.68762
H  2.74642  0.27694  -1.12170
H  -0.54772  0.74124  1.31368
H  -2.77711  -2.03646  0.18298
C  -0.74574  -1.22779  0.43749
H  0.84137  -2.21091  1.27848
C  -0.14313  -1.93975  1.66267
H  -2.51382  -1.22284  1.63952

Atom charges from the natural (NBO) analysis, given in e for atoms 1 to 6:
1. H 0.43
2. H 0.18
3. O -0.96
4. C -0.21
5. C 0.11
6. C -1.03

Run x
The following is a DFT calculation (the ωB97M-V functional and the def2-TZVPD basis) of 2 unconnected molecules or ions with the total composition C5H14NO2.

Values from the calculation:
LUMO energy (alpha / beta) = 6.244 / 6.193 eV
HOMO level (alpha / beta) = 3.843 / -0.085 eV
2S+1 = 2
Net charge = -2
⟨S²⟩ = 0.75

Atoms and positions in Å:
C  0.87929  -1.09632  -0.40443
H  -1.65616  -1.46606  0.93752
C  0.57752  1.66137  1.68286
O  0.54163  -1.90044  -1.47865
H  0.80586  -2.75492  -3.11905
C  -1.04667  -0.61872  1.27848
H  -0.39522  2.08202  -1.44951
H  1.26802  0.93868  2.15140
H  -0.26519  -3.73700  -2.79214
H  -1.36987  2.50021  0.04738
H  -0.51282  -1.01785  2.14040
H  1.75137  -0.50261  -0.67790
H  -0.89908  0.07472  -0.73111
H  -0.26387  1.58377  2.40873
H  0.83117  2.72118  1.74454
N  0.35939  1.25437  0.30575
O  0.45797  -3.60694  -3.41480
H  1.08579  -1.76317  0.47820
H  0.17863  3.25676  -0.38836
C  -0.37912  2.31426  -0.37457
H  -1.72317  0.18944  1.54732
C  -0.22546  -0.11275  0.10794

Atom charges from the natural (NBO) analysis, given in e for atoms 1 to 6:
1. C -0.02
2. H 0.20
3. C -0.88
4. O -1.04
5. H 0.52
6. C -0.69

Calculated relative energies: run w 0.0; run x 81.7, given in kJ/mol